# 1
ORCA calculation (the ωB97M-V functional and the def2-TZVPD basis) on a 2-piece molecular cluster, C30H42N3O overall at a distorted geometry.

Computed properties:
- Lowest unoccupied orbital energy: -4.75 eV
- Kohn-Sham gap: 0.2349 hartree
- E_HOMO: -11.142 eV

```
! RIJCOSX wB97M-V def2-TZVPD def2/J DEFGRID3
* xyz 1 1
C -0.19765 1.50671 3.65117
N -1.65699 1.48839 3.37716
C -2.35967 0.27028 3.85649
C -3.82198 0.24464 3.40656
C -4.55098 1.50574 3.89471
C -3.80860 2.75907 3.40715
C -2.34625 2.71706 3.85644
H 0.25899 2.39113 3.21010
H -0.00914 1.51593 4.72271
H 0.27537 0.62532 3.22133
H -1.81596 -0.61224 3.50285
H -2.30159 0.25527 4.94888
H -3.86018 0.20238 2.31112
H -4.32539 -0.66579 3.76034
H -5.60103 1.51118 3.56882
H -4.58354 1.50541 4.99200
H -3.84799 2.80283 2.31189
H -4.30231 3.67430 3.76199
H -2.28792 2.73343 4.94868
H -1.79443 3.59429 3.50276
C 1.69772 -3.38274 -3.75882
N 0.97896 -2.88569 -2.59904
C 0.48683 -3.78776 -1.68001
O 0.44810 -4.99536 -1.78752
C 0.05323 -2.98847 -0.46744
C 0.86876 -3.42300 0.75373
C 2.34557 -3.26889 0.54339
C 3.08481 -4.28564 -0.04185
C 4.42915 -4.12390 -0.30218
C 5.05034 -2.93371 0.01710
C 4.32827 -1.91398 0.60237
C 2.98456 -2.08175 0.86256
N 0.27083 -1.54845 -0.80300
C 0.00107 -0.52668 0.07253
C 0.47536 0.76434 -0.07177
C -0.14435 1.87841 0.47442
C 0.08557 3.21269 0.02658
C -0.88695 4.20483 0.26054
C -0.79069 5.44336 -0.32817
C 0.29359 5.74772 -1.13516
C 1.29418 4.80936 -1.33353
C 1.19640 3.56037 -0.76707
C 0.81410 -1.46482 -2.19888
C -0.10066 -0.70428 -3.21510
C -1.40055 -1.49506 -3.39723
C 0.63199 -0.56290 -4.56074
C -0.45833 0.70974 -2.74477
H 2.12247 -4.35840 -3.52412
H 1.02273 -3.51207 -4.60252
H 2.50915 -2.70970 -4.03183
H -1.02192 -3.14005 -0.30486
H 0.55875 -2.85586 1.63580
H 0.64981 -4.47198 0.97614
H 2.58860 -5.19989 -0.32104
H 4.99017 -4.92052 -0.76459
H 6.09506 -2.79534 -0.20490
H 4.81154 -0.98283 0.85009
H 2.41513 -1.28359 1.30464
H -0.74543 -0.71344 0.82429
H 1.28250 0.91589 -0.76361
H -0.95125 1.72403 1.16978
H -1.74115 3.96144 0.86824
H -1.56910 6.17453 -0.17588
H 0.35363 6.71029 -1.61790
H 2.15058 5.06227 -1.93686
H 1.98558 2.84607 -0.92096
H 1.80146 -0.99498 -2.15974
H -1.92663 -1.59427 -2.44760
H -2.06032 -0.98586 -4.10056
H -1.19876 -2.49797 -3.77268
H 1.62194 -0.12663 -4.42383
H 0.75256 -1.52210 -5.05557
H 0.07285 0.08061 -5.23978
H 0.43861 1.30552 -2.58228
H -1.06720 1.23091 -3.48383
H -1.04201 0.67085 -1.82813
*
```

Results of the Löwdin charge analysis, in e, for atoms 1 through 5: C -0.087; N -0.236; C -0.199; C -0.186; C -0.201

***

# 2
ORCA calculation (the ωB97M-V functional and the def2-TZVPD basis) on a 10-piece molecular cluster, C30H42O30 overall at a distorted geometry.

Computed properties:
- Lowest unoccupied orbital energy (alpha / beta): -2.52 / -9.71 eV
- Kohn-Sham gap (alpha / beta): 0.3536 / 0.0895 hartree
- E_HOMO (alpha / beta): -12.144 / -12.143 eV

```
! RIJCOSX wB97M-V def2-TZVPD def2/J DEFGRID3
* xyz 1 2
C 10.58621 13.56673 -4.61909
C 10.37956 13.10555 -3.16957
O 8.98000 13.01631 -3.10295
C 8.46566 13.67956 -4.20869
O 7.32423 13.99095 -4.28320
O 9.39639 13.85908 -5.14081
H 11.20654 12.80998 -5.09932
H 11.30293 14.38643 -4.66929
H 10.76136 13.98203 -2.64601
H 10.88677 12.18371 -2.88488
C 18.40787 12.27284 -7.02488
C 18.28312 12.03732 -8.58700
O 17.23833 12.92926 -8.90403
C 16.72515 13.55402 -7.83777
O 15.83627 14.36472 -7.80566
O 17.38559 13.15100 -6.73348
H 19.39105 12.66897 -6.77084
H 18.41148 11.39240 -6.38230
H 17.87289 11.05092 -8.80342
H 19.14114 12.31288 -9.20016
C 18.65159 19.14281 -2.96527
C 17.91093 18.74626 -4.25880
O 16.67681 18.20902 -3.82263
C 16.81114 17.93319 -2.46346
O 15.97877 17.33979 -1.81667
O 17.91735 18.35317 -2.05729
H 18.50687 20.22238 -2.92415
H 19.68159 18.84127 -3.15574
H 18.42956 18.12187 -4.98631
H 17.61703 19.63719 -4.81375
C 16.14751 13.48533 -3.24994
C 15.19444 14.54072 -3.93441
O 14.14898 13.78276 -4.50735
C 14.21570 12.52478 -3.91356
O 13.39622 11.62642 -3.90028
O 15.38217 12.34741 -3.30387
H 16.49365 13.84722 -2.28179
H 17.02573 13.42392 -3.89263
H 15.67067 14.86637 -4.85922
H 14.73191 15.31591 -3.32347
C 19.53644 10.56118 -3.60492
C 20.11412 11.77657 -2.84100
O 21.13735 12.12241 -3.78626
C 21.44251 11.17137 -4.57520
O 22.28837 11.32738 -5.41785
O 20.63328 10.12007 -4.39291
H 18.67460 10.79764 -4.22894
H 19.22995 9.80346 -2.88378
H 20.51445 11.59702 -1.84321
H 19.40477 12.59595 -2.72464
C 9.80191 9.32576 -2.38892
C 10.97164 8.92142 -1.60936
O 12.00571 8.70418 -2.45706
C 11.64288 9.16979 -3.74281
O 12.42414 9.29059 -4.69890
O 10.30669 9.41896 -3.69507
H 9.49519 10.28161 -1.96422
H 9.18004 8.44038 -2.25673
H 10.74832 8.04117 -1.00653
H 11.25135 9.76699 -0.98097
C 13.70036 9.34669 -7.54482
C 13.07165 10.70000 -7.37378
O 13.36008 11.25738 -8.62325
C 14.39909 10.62970 -9.20313
O 15.07261 11.00133 -10.13789
O 14.73877 9.55154 -8.48725
H 13.10672 8.50647 -7.90497
H 14.10220 8.93732 -6.61798
H 13.33599 11.24652 -6.46849
H 12.01086 10.45744 -7.31055
C 20.21281 16.31416 -0.57939
C 20.21313 15.35686 -1.79125
O 18.99037 14.71796 -1.64490
C 18.62833 14.70322 -0.36933
O 17.72358 14.07381 0.18808
O 19.30150 15.71068 0.25619
H 20.02526 17.35137 -0.85710
H 21.16584 16.27907 -0.05155
H 20.98879 14.59866 -1.68372
H 20.32212 15.89951 -2.73027
C 13.44645 12.39903 -0.35131
C 14.50890 13.27140 0.33707
O 14.25776 14.48156 -0.41034
C 13.04903 14.43041 -1.03239
O 12.42675 15.39634 -1.45482
O 12.60355 13.25966 -1.05895
H 12.73901 11.94753 0.34424
H 13.91434 11.69240 -1.03676
H 15.47619 12.80093 0.16070
H 14.25337 13.30152 1.39626
C 15.67899 8.80857 -3.78082
O 16.86729 8.33591 -4.36866
C 17.25259 8.70182 -5.53481
O 16.77503 9.55285 -6.29923
O 18.34816 8.00721 -5.79429
C 19.18998 8.37362 -6.88544
H 15.97378 9.83898 -3.58216
H 15.37560 8.29558 -2.86819
H 14.89171 8.64076 -4.51576
H 19.49094 9.41629 -6.78364
H 18.79600 8.04119 -7.84585
H 20.13625 7.83539 -6.83091
*
```

Results of the Löwdin charge analysis, in e, for atoms 1 through 5: C -0.075; C -0.018; O 0.183; C -0.470; O 0.261

***

# 3
ORCA calculation (the ωB97M-V functional and the def2-TZVPD basis) on C30H43As3N6Pt as an isolated structure at a distorted geometry.

Computed properties:
- Lowest unoccupied orbital energy: -6.11 eV
- Kohn-Sham gap: 0.2586 hartree
- E_HOMO: -13.146 eV

```
! RIJCOSX wB97M-V def2-TZVPD def2/J DEFGRID3
* xyz 2 1
Pt -0.33401 -0.41022 -0.09215
C 1.71594 -1.02705 3.14069
As 1.68862 -0.00646 1.47348
C 3.35635 -0.61158 0.69512
C 1.99660 1.89437 1.80885
C 0.90339 2.65150 2.59230
C 0.70246 2.06736 3.99002
C -0.43949 2.68114 1.85287
As -1.48033 1.09525 1.39233
C -2.22204 0.25145 2.97885
C -3.05617 1.89687 0.61393
C 1.37311 4.11016 2.76969
As 1.67594 5.47885 1.32362
C -0.19578 6.01997 1.04532
C 1.86545 4.45606 -0.35483
H 2.50362 -0.63222 3.78051
H 1.95914 -2.06084 2.88809
H 0.78352 -0.99855 3.70017
H 4.12643 -0.52905 1.46167
H 3.61389 0.02229 -0.15005
H 3.27388 -1.64568 0.36590
H 2.09325 2.29668 0.79974
H 2.96487 2.01007 2.30065
H 0.34052 1.03866 3.98560
H -0.02656 2.66112 4.54420
H 1.63424 2.08928 4.55815
H -0.34547 3.16479 0.88172
H -1.15308 3.26151 2.44632
H -2.40718 1.05469 3.69249
H -1.56575 -0.47800 3.44941
H -3.17165 -0.21739 2.72178
H -3.52956 2.49795 1.39075
H -3.74439 1.11996 0.28638
H -2.77882 2.53330 -0.22417
H 2.31104 4.07972 3.33000
H 0.65568 4.61828 3.42176
H -0.60267 6.38000 1.99022
H -0.84138 5.23900 0.64571
H -0.19760 6.85576 0.34657
H 2.85819 4.00885 -0.41216
H 1.80746 5.20520 -1.14568
H 1.10208 3.70309 -0.55193
N -0.79333 -2.10801 1.08689
C -0.99042 -3.43411 0.51982
C -0.27980 -4.50100 1.03613
C -0.52933 -5.77189 0.53960
C -1.47853 -5.93007 -0.45598
C -2.15686 -4.83549 -0.97130
C -1.93531 -3.54188 -0.48893
C -2.52064 -2.36678 -1.19559
C -3.68775 -2.59443 -1.93333
C -4.03527 -1.80439 -3.01809
C -3.14188 -0.83759 -3.44077
C -2.02703 -0.55099 -2.66278
C -1.75648 -1.21022 -1.47972
H -0.18220 -2.20107 1.89456
H -1.70379 -1.85696 1.47319
H 0.44090 -4.35772 1.83407
H 0.00828 -6.62390 0.93135
H -1.68066 -6.91571 -0.85278
H -2.84207 -4.98286 -1.79367
H -4.30244 -3.44811 -1.67893
H -4.94275 -2.00271 -3.57086
H -3.31283 -0.27585 -4.35111
H -1.35034 0.19843 -3.02928
N 3.51669 -2.84658 -4.45263
C 2.72126 -2.34382 -3.50119
C 2.67074 -0.96256 -3.23003
C 1.83353 -0.48739 -2.25851
N 1.03160 -1.27564 -1.52325
C 1.07870 -2.59987 -1.76671
C 1.88978 -3.16529 -2.71122
H 4.06975 -2.24687 -5.04011
H 3.52925 -3.83002 -4.65945
H 3.27581 -0.26159 -3.78903
H 1.78544 0.57429 -2.05189
H 0.41536 -3.22149 -1.18137
H 1.86264 -4.23671 -2.85588
N -0.66894 2.50800 -5.23644
C -0.89678 2.56997 -4.10885
N -1.21803 2.63808 -2.81545
C -0.69711 1.92127 -1.95066
N -0.21289 1.39335 -0.99378
*
```

Results of the Löwdin charge analysis, in e, for atoms 1 through 5: Pt 1.039; C -0.258; As 1.106; C -0.246; C -0.295